Computed, not measured: a molecular structure, C65H71BrO21P3S in a non-equilibrium geometry, with ωB97M-V/def2-TZVPD.

* HOMO level: -4.292 eV
* F_max: 3.872 eV Å⁻¹
* E: -220282.2726 eV
* frontier orbital gap: 3.40 eV

```
! RIJCOSX wB97M-V def2-TZVPD def2/J DEFGRID3
* xyz -1 1
C 8.72479 4.11529 1.72202
C 8.71036 2.88613 0.60762
C 7.30227 2.00947 0.64685
C 7.56462 0.55634 1.35947
C 6.36233 -0.55431 1.06633
C 5.66134 -0.88045 2.54731
C 4.61627 -2.13947 2.41998
C 3.06286 -1.68461 2.03893
C 2.39745 -0.66087 3.16144
C 1.29353 0.39360 2.49468
P 2.07101 1.69745 1.33634
S 2.96665 3.14742 -0.00270
P 3.51020 2.54420 2.77895
O 2.85142 2.41768 4.38910
Br 3.71665 4.78727 2.29119
O 1.07490 3.06550 1.80837
C -0.21298 3.14829 1.06021
C -0.68630 4.61069 0.46376
C 0.32682 5.84156 0.96187
C -0.99767 4.62698 -1.14442
C 0.31884 4.65940 -2.11649
C 0.57366 3.29942 -2.99705
C -0.43627 1.79029 0.16947
P -1.92372 0.69092 0.78148
O -3.43185 1.27327 0.12780
O -1.93413 0.58772 2.51942
O 0.90140 1.11011 0.15808
H 9.81697 4.56577 1.88006
H 7.98132 4.98368 1.44897
H 8.40206 3.71598 2.79188
H 8.92048 3.38311 -0.44137
H 9.65265 2.21279 0.87323
H 6.93619 1.88504 -0.48159
H 6.48631 2.67804 1.19232
H 7.64447 0.69922 2.52446
H 8.55320 0.10430 0.87541
H 5.48603 -0.07035 0.42166
H 6.79372 -1.52456 0.56772
H 5.10270 0.12648 2.84292
H 6.47586 -1.05150 3.38606
H 4.65103 -2.71992 3.45785
H 5.03930 -2.88216 1.58679
H 2.43399 -2.69863 2.06837
H 2.97269 -1.29202 0.93541
H 3.18403 -0.13526 3.85027
H 1.75433 -1.36393 3.87799
H 0.61291 0.88744 3.33875
H 0.59780 -0.29098 1.80931
H 3.18618 0.87810 0.91388
H 4.35031 2.92162 0.07000
H 1.87436 2.69315 4.34898
H -0.98370 2.96885 1.95430
H -1.72464 4.85208 1.00155
H 1.33430 5.87837 0.36817
H 0.63214 5.71507 2.10848
H -0.26884 6.84159 0.82415
H -1.61844 5.62541 -1.35224
H -1.68360 3.73884 -1.50101
H 1.32898 4.92399 -1.58956
H 0.12569 5.53224 -2.90796
H 1.12121 2.44704 -2.36592
H 1.33849 3.57904 -3.85688
H -0.39562 2.88160 -3.53385
H -0.68931 1.86050 -0.97084
H -3.91311 0.42408 -0.17309
H -2.48873 1.33864 2.92786
C -0.06159 -4.45942 6.02123
C 0.94598 -3.83207 5.40678
C 2.06936 -4.58455 4.81433
O 2.99299 -4.01106 4.25350
C 2.03538 -6.05637 4.92572
C 1.02781 -6.68372 5.54017
C -0.09558 -5.93124 6.13262
O -1.01920 -6.50473 6.69345
H -0.89285 -3.92255 6.46173
H 0.98508 -2.75315 5.31617
H 2.86664 -6.59324 4.48522
H 0.98871 -7.76264 5.63078
C 2.11895 -1.74619 9.86878
C 1.31834 -2.28507 8.94413
C 0.12656 -1.56733 8.45045
O -0.60789 -2.06064 7.60561
C -0.14516 -0.23114 9.01664
C 0.65545 0.30774 9.94128
C 1.84723 -0.41000 10.43496
O 2.58167 0.08331 11.27980
H 2.99663 -2.25947 10.24224
H 1.50451 -3.26385 8.51852
H -1.02284 0.28214 8.64317
H 0.46928 1.28652 10.36689
C 5.63841 -5.33019 4.03046
C 6.64598 -4.70284 3.41601
C 7.76936 -5.45532 2.82356
O 8.69299 -4.88183 2.26273
C 7.73538 -6.92714 2.93495
C 6.72781 -7.55449 3.54941
C 5.60442 -6.80201 4.14185
O 4.68080 -7.37550 4.70269
H 4.80715 -4.79332 4.47096
H 6.68508 -3.62392 3.32540
H 8.56664 -7.46401 2.49445
H 6.68871 -8.63341 3.64001
C -3.67279 2.73142 -6.15185
C -4.61292 1.84386 -6.49055
C -4.82195 0.61181 -5.70470
O -5.68087 -0.20207 -6.01514
C -3.95342 0.39949 -4.52980
C -3.01329 1.28704 -4.19109
C -2.80426 2.51909 -4.97695
O -1.94534 3.33297 -4.66650
H -3.50588 3.63975 -6.71783
H -5.25846 1.98553 -7.34905
H -4.12033 -0.50884 -3.96382
H -2.36775 1.14538 -3.33259
C -5.94881 -4.87562 -5.04041
C -6.74942 -5.41450 -5.96505
C -7.94120 -4.69676 -6.45873
O -8.67565 -5.19007 -7.30357
C -8.21292 -3.36057 -5.89255
C -7.41231 -2.82170 -4.96790
C -6.22053 -3.53943 -4.47422
O -5.48609 -3.04612 -3.62938
H -5.07113 -5.38890 -4.66694
H -6.56325 -6.39328 -6.39066
H -9.09060 -2.84729 -6.26601
H -7.59848 -1.84291 -4.54230
C -9.77252 0.10035 -3.87065
C -9.71111 1.31347 -4.42824
C -10.72452 1.76012 -5.40431
O -10.66798 2.86954 -5.91666
C -11.80868 0.81542 -5.73891
C -11.87008 -0.39769 -5.18132
C -10.85667 -0.84434 -4.20525
O -10.91321 -1.95377 -3.69291
H -9.03697 -0.24317 -3.15357
H -8.92261 2.01816 -4.19266
H -12.54423 1.15895 -6.45599
H -12.65858 -1.10239 -5.41690
C -12.86009 -5.17089 -11.31227
C -11.69918 -4.96060 -11.94027
C -10.41189 -5.06182 -11.22485
O -9.34895 -4.86754 -11.79838
C -10.45707 -5.40582 -9.78978
C -11.61798 -5.61612 -9.16178
C -12.90528 -5.51490 -9.87721
O -13.96821 -5.70918 -9.30367
H -13.81318 -5.09992 -11.82202
H -11.64928 -4.70819 -12.99271
H -9.50398 -5.47679 -9.28003
H -11.66788 -5.86853 -8.10934
C 9.48212 10.07816 1.44441
C 10.06231 8.91690 1.12634
C 9.85528 7.70712 1.94657
O 10.38753 6.64432 1.65732
C 8.98147 7.82987 3.13029
C 8.40127 8.99113 3.44836
C 8.60830 10.20091 2.62812
O 8.07606 11.26371 2.91738
H 9.62407 10.97509 0.85397
H 10.70535 8.81049 0.26089
H 8.83951 6.93294 3.72073
H 7.75823 9.09754 4.31380
*
```